*1*
Density functional theory data (ωB97M-V with the def2-TZVPD basis set) for one molecule with the formula C4H5N3O.

Structure (ORCA input):
```
! wB97M-V def2-TZVPD RIJCOSX def2/J DEFGRID3
* xyz 0 1
N 1.92 0.42 -0.45
C 1.12 -0.70 0.28
C -0.27 -0.30 0.11
N -1.23 -1.23 0.17
C -2.35 -0.30 -0.16
N -2.18 0.99 -0.15
C -0.79 1.11 0.06
O -0.17 2.15 0.25
H 2.04 1.30 0.44
H 2.87 -0.09 -0.85
H 1.50 -1.10 1.31
H 0.97 -1.59 -0.53
H -3.42 -0.66 -0.49
*
```

SMILES: NCC1=NC=NC1=O

*2*
Density functional theory data (ωB97M-V with the def2-TZVPD basis set) for one molecule with the formula C4H5N3O.

Structure (ORCA input):
```
! wB97M-V def2-TZVPD RIJCOSX def2/J DEFGRID3
* xyz 0 1
C -0.80 0.89 1.42
N -0.02 0.29 0.59
C -0.52 -0.85 0.00
C 0.18 -1.51 -0.92
N 1.40 -1.11 -1.34
N 1.67 0.05 -1.06
C 2.62 0.95 -1.01
O 3.39 1.27 -0.11
H -0.38 1.66 2.09
H -1.81 0.58 1.37
H -1.46 -1.36 0.45
H -0.02 -2.56 -1.31
H 2.71 1.41 -1.98
*
```

SMILES: C=N/C=C\N=N\C=O

*3*
Density functional theory data (ωB97M-V with the def2-TZVPD basis set) for one molecule with the formula C4H5N3O.

Structure (ORCA input):
```
! wB97M-V def2-TZVPD RIJCOSX def2/J DEFGRID3
* xyz 0 1
H -2.22 -2.12 -0.39
N -2.33 -1.12 -0.21
C -1.20 -0.50 0.14
C -1.15 0.94 0.16
C 0.03 1.64 -0.04
N 1.09 0.76 -0.02
C 1.19 -0.58 0.00
N 2.36 -1.10 -0.09
H 2.35 -2.06 0.00
O -0.04 -1.27 0.37
H -2.25 1.25 0.12
H 0.20 2.81 0.05
H 1.98 1.35 -0.08
*
```

SMILES: [H]/N=c1/cc[nH]/c(=N/[H])o1

Q: Which of them is the least stable? A: *2*.

*1*
Density functional theory data (ωB97M-V with the def2-TZVPD basis set) for a 2-piece molecular cluster, C4H5N3O overall.

Structure (ORCA input):
```
! wB97M-V def2-TZVPD RIJCOSX def2/J DEFGRID3
* xyz 0 1
C -2.54 0.64 0.12
C -2.24 -0.69 0.07
C 0.11 -0.15 0.24
C 1.93 1.19 -0.09
N -2.63 1.81 0.17
N -2.37 -1.90 -0.01
N 0.38 -1.28 -0.14
O 0.59 1.05 0.34
H 2.26 1.16 -1.14
H 2.38 0.22 0.21
H 2.36 2.01 0.61
H -1.44 -2.40 0.05
H 1.21 -1.66 -0.42
*
```

*2*
Density functional theory data (ωB97M-V with the def2-TZVPD basis set) for a 2-piece molecular cluster, C4H5N3O overall.

Structure (ORCA input):
```
! wB97M-V def2-TZVPD RIJCOSX def2/J DEFGRID3
* xyz 0 1
C 0.89 -0.03 -1.53
C 1.28 0.13 -0.09
O 2.26 0.70 0.30
C 0.90 -1.45 0.64
N 0.86 -2.37 1.32
H -0.19 -0.10 -1.61
H 1.27 0.81 -2.12
H 1.32 -0.94 -1.94
N -0.45 0.80 0.87
C -1.63 0.47 0.68
N -2.81 0.40 0.48
H -0.18 1.06 1.81
H -3.52 0.51 1.18
*
```

SMILES: CC(=O)C#N.N=C=N

*3*
Density functional theory data (ωB97M-V with the def2-TZVPD basis set) for a 2-piece molecular cluster, C4H5N3O overall.

Structure (ORCA input):
```
! wB97M-V def2-TZVPD RIJCOSX def2/J DEFGRID3
* xyz 0 1
C 1.17 0.48 0.00
C 1.13 1.77 -0.62
C -0.89 0.82 -0.72
C -1.44 -1.90 0.44
H 2.87 -0.05 1.09
H 1.83 2.62 -0.46
H -1.91 0.41 -0.96
H -1.66 -3.11 0.37
H -2.58 -0.95 0.94
N -0.23 1.87 -1.03
N -0.11 -0.11 -0.01
N -0.10 -1.57 -0.02
O 1.92 -0.28 0.98
*
```

*4*
Density functional theory data (ωB97M-V with the def2-TZVPD basis set) for a 2-piece molecular cluster, C4H5N3O overall.

Structure (ORCA input):
```
! wB97M-V def2-TZVPD RIJCOSX def2/J DEFGRID3
* xyz 0 1
N 1.02 2.55 0.05
C 0.31 1.64 0.05
C -0.65 0.60 0.09
N -0.94 -0.15 -0.94
C -1.85 -1.06 -0.54
C -2.09 -0.79 0.79
O -1.40 0.27 1.17
H -2.33 -1.79 -1.19
H -2.87 -1.23 1.44
N 2.73 0.04 -0.52
H 3.30 -0.77 -0.37
H 1.78 -0.12 -0.13
H 2.99 0.81 0.12
*
```

SMILES: N#Cc1ncco1.N

Q: Which of them is the least stable? A: *3*.

*1*
Density functional theory data (ωB97M-V with the def2-TZVPD basis set) for a 2-piece molecular cluster, C4H5N3O overall.

Structure (ORCA input):
```
! wB97M-V def2-TZVPD RIJCOSX def2/J DEFGRID3
* xyz 0 1
C -1.14 0.78 -0.29
C -1.03 -0.37 -1.18
C -0.10 0.69 0.64
C 0.03 -1.10 -0.71
N 2.06 -2.10 1.22
N 0.62 -0.50 0.32
N 1.72 -0.94 1.00
O 3.05 -2.42 1.84
H -1.95 1.45 -0.50
H -1.58 -0.76 -2.01
H 0.22 1.23 1.55
H 0.45 -1.92 -1.13
H 2.60 0.22 1.33
*
```

*2*
Density functional theory data (ωB97M-V with the def2-TZVPD basis set) for a 2-piece molecular cluster, C4H5N3O overall.

Structure (ORCA input):
```
! wB97M-V def2-TZVPD RIJCOSX def2/J DEFGRID3
* xyz 0 1
C 1.46 -0.28 -0.17
C -0.50 0.73 -0.06
C -1.84 -0.01 -0.11
C 0.17 -0.57 0.01
H 2.59 -1.86 -0.80
H 0.40 2.75 0.62
H -2.39 0.22 0.90
H -2.58 0.21 -0.99
H -1.07 -1.79 0.90
N 1.66 1.06 -0.20
N 0.47 1.73 -0.06
N -1.08 -1.31 -0.15
O 2.70 -0.89 0.12
*
```

*3*
Density functional theory data (ωB97M-V with the def2-TZVPD basis set) for one molecule with the formula C4H5N3O.

Structure (ORCA input):
```
! wB97M-V def2-TZVPD RIJCOSX def2/J DEFGRID3
* xyz 0 1
H -1.72 2.37 -0.13
N -2.11 1.42 -0.27
C -1.36 0.33 0.14
C -1.99 -1.06 -0.04
N -1.04 -1.90 -0.07
O 0.20 -1.44 -0.09
N 0.02 0.03 0.33
C 1.24 0.58 0.18
C 2.47 -0.08 -0.17
H -3.04 -1.21 0.39
H 1.17 1.66 0.27
H 3.52 0.50 -0.54
H 2.64 -1.20 0.00
*
```

SMILES: [H]/N=c1/cnon1C=C

*4*
Density functional theory data (ωB97M-V with the def2-TZVPD basis set) for C4H5N3O as an isolated structure.

Structure (ORCA input):
```
! wB97M-V def2-TZVPD RIJCOSX def2/J DEFGRID3
* xyz 0 1
C -0.47 1.03 -0.18
C 0.87 0.64 -0.23
C 2.29 0.33 0.05
C 0.70 -0.71 -0.14
H -2.89 -0.96 -0.81
H -2.80 -0.56 0.93
H -0.98 1.90 -0.01
H 3.24 0.68 -0.60
H 2.62 0.41 1.22
N -2.71 -0.16 0.00
N -1.24 -0.16 -0.05
N -0.57 -1.28 -0.09
O 1.94 -1.16 -0.09
*
```

Q: Which of them is the least stable? A: *2*.

*1*
Density functional theory data (ωB97M-V with the def2-TZVPD basis set) for one molecule with the formula C4H6N2S.

Structure (ORCA input):
```
! wB97M-V def2-TZVPD RIJCOSX def2/J DEFGRID3
* xyz 0 1
S -0.99 -3.20 -0.12
C -1.19 -1.75 0.57
N -0.46 -0.62 0.33
C 0.72 -0.35 -0.52
C 0.80 1.15 -0.51
C -0.23 1.51 0.47
N -0.89 0.53 0.94
H -1.94 -1.52 1.30
H 0.68 -0.77 -1.52
H 1.53 -0.72 -0.04
H 1.79 1.56 -0.26
H 0.49 1.63 -1.44
H -0.32 2.55 0.79
*
```

SMILES: S=CN1CCC=N1

*2*
Density functional theory data (ωB97M-V with the def2-TZVPD basis set) for one molecule with the formula C4H6N2S.

Structure (ORCA input):
```
! wB97M-V def2-TZVPD RIJCOSX def2/J DEFGRID3
* xyz 0 1
H 2.73 0.06 0.38
N 2.57 -0.93 0.14
C 1.36 -1.22 -0.10
N 0.29 -0.33 0.03
C 0.39 1.10 0.31
C 1.32 1.95 -0.25
C -1.00 -0.82 -0.10
S -2.39 0.05 -0.02
H 1.10 -2.28 -0.35
H -0.20 1.42 1.17
H 2.06 1.64 -1.04
H 1.21 2.98 -0.07
H -1.07 -1.90 -0.08
*
```

SMILES: [H]/N=C\N(C=C)C=S

Q: Which of them is the least stable? A: *2*.